(A)
The following is a DFT calculation (ωB97M-V with the def2-TZVPD basis set) of 2 unconnected molecules or ions with the total composition CH6N2O.

Computed properties:
Structure (SMILES) = [H]/N=C/N.O
LUMO level = 0.749 eV
Orbital gap = 10.64 eV

```
! RIJCOSX wB97M-V def2-TZVPD def2/J DEFGRID3
* xyz 0 1
O -0.893 0.819 -2.858
N -0.502 -0.888 1.532
N 0.553 0.720 0.075
C 0.556 -0.136 1.046
H -1.046 -1.469 0.924
H -0.718 0.835 -1.826
H -0.642 -1.273 2.470
H 1.467 -0.124 1.678
H -0.228 0.346 -3.238
H 1.452 1.169 0.199
*
```



(B)
The following is a DFT calculation (ωB97M-V with the def2-TZVPD basis set) of 2 unconnected molecules or ions with the total composition CH6N2O.

Computed properties:
Structure (SMILES) = NC=O.N
LUMO level = 1.060 eV
Orbital gap = 11.04 eV

```
! RIJCOSX wB97M-V def2-TZVPD def2/J DEFGRID3
* xyz 0 1
O -1.673 0.310 0.079
N 0.295 1.440 0.086
N 0.664 -1.711 0.225
C -0.977 1.226 -0.308
H -1.341 2.003 -1.014
H -0.296 -1.562 0.537
H 0.913 2.108 -0.341
H 0.593 -2.106 -0.705
H 0.751 0.768 0.685
H 1.071 -2.477 0.754
*
```



(C)
The following is a DFT calculation (ωB97M-V with the def2-TZVPD basis set) of 2 unconnected molecules or ions with the total composition CH6N2O.

Computed properties:
Structure (SMILES) = [H]/N=C\N.O
LUMO level = 0.411 eV
Orbital gap = 8.50 eV

```
! RIJCOSX wB97M-V def2-TZVPD def2/J DEFGRID3
* xyz 0 1
O -0.762 -0.151 -2.281
N -0.598 -0.029 0.759
N 1.276 0.599 2.124
C 0.811 -0.042 1.049
H -0.828 -0.013 -0.242
H -0.941 0.162 -3.188
H -0.036 -0.737 -2.477
H -1.189 0.587 1.331
H 1.307 -0.366 0.114
H 0.957 -0.010 2.812
*
```



Which one is most stable, and which one is least stable? (B) is the most stable of them, while (C) is the least stable.



(A)
The following is a DFT calculation (ωB97M-V with the def2-TZVPD basis set) of a single C4H6NO2P molecule.

Computed properties:
LUMO level (alpha / beta) = -1.349 / -0.721 eV
Orbital gap (alpha / beta) = 5.98 / 8.12 eV

```
! RIJCOSX wB97M-V def2-TZVPD def2/J DEFGRID3
* xyz 0 1
P -1.413 1.693 -0.969
O 0.691 -3.385 2.368
O -1.511 -1.841 2.234
N -0.898 -0.504 0.529
C -0.380 0.471 -0.226
C 0.646 -2.286 1.508
C -0.591 -1.572 1.428
C -0.276 2.635 -1.844
H 1.363 -2.293 0.615
H -0.534 3.621 -2.316
H -1.843 -0.446 0.803
H 0.714 2.565 -1.749
H 0.764 0.271 -0.365
H 0.004 -3.130 3.011
*
```



(B)
The following is a DFT calculation (ωB97M-V with the def2-TZVPD basis set) of a single C4H6NO2P molecule.

Computed properties:
Structure (SMILES) = Np1ccccoo1
LUMO level = 0.588 eV
Orbital gap = 9.22 eV

```
! RIJCOSX wB97M-V def2-TZVPD def2/J DEFGRID3
* xyz 0 1
P 1.616 -0.355 0.337
O -0.465 -2.103 -0.175
O 0.615 -1.298 -0.771
N 2.839 -0.002 -0.840
C 0.272 1.361 0.289
C -1.757 -0.208 0.630
C -1.533 -1.482 0.256
C -0.984 1.086 0.421
H 3.074 0.977 -0.917
H 2.256 -0.016 -1.651
H -2.729 -0.055 1.040
H 0.589 2.443 0.214
H -2.147 -2.334 0.555
H -1.647 1.986 0.611
*
```



Which one is most stable, and which one is least stable? (A) is the most stable of them, while (B) is the least stable.